C21H42CaO21 | the ωB97M-V functional and the def2-TZVPD basis

Properties
Calculated total energy   -3082.09854 a.u.
Gap between HOMO and LUMO (alpha / beta)   10.90 / 3.50 eV
E_LUMO (alpha / beta)   -7.3 / -14.7 eV

The geometry in ORCA input format:
```
! wB97M-V def2-TZVPD RIJCOSX def2/J DEFGRID3
* xyz 3 2
Ca 10.203 17.018 9.145
C 12.093 15.384 3.979
O 11.742 15.771 5.331
C 10.610 15.377 5.956
O 10.196 15.889 6.947
O 10.073 14.334 5.196
C 8.846 13.676 5.568
H 11.282 15.613 3.288
H 12.201 14.302 3.894
H 12.993 15.884 3.624
H 8.005 14.341 5.763
H 9.109 13.090 6.449
H 8.498 12.957 4.827
C 15.304 17.468 11.146
O 13.956 17.326 10.772
C 13.043 18.347 10.632
O 11.879 18.174 10.416
O 13.685 19.490 10.740
C 13.083 20.728 10.457
H 15.341 17.768 12.193
H 15.941 18.074 10.501
H 15.577 16.427 10.968
H 12.744 21.152 9.512
H 13.825 21.445 10.808
H 12.347 20.982 11.219
C 7.629 18.528 6.200
O 8.587 19.611 5.942
C 9.591 19.789 6.725
O 9.920 18.957 7.593
O 10.204 20.916 6.376
C 11.522 21.219 6.722
H 8.100 17.557 6.049
H 6.794 18.676 5.515
H 7.246 18.539 7.220
H 12.062 21.646 5.876
H 12.133 20.391 7.081
H 11.607 22.051 7.420
C 8.326 16.273 14.355
O 8.621 16.255 12.975
C 9.726 15.862 12.395
O 9.920 15.993 11.145
O 10.567 15.314 13.291
C 11.940 15.065 12.938
H 8.171 15.306 14.834
H 7.363 16.769 14.475
H 9.046 16.777 15.001
H 12.409 15.746 13.648
H 12.282 15.535 12.016
H 12.316 14.107 13.295
C 6.206 16.308 10.682
O 5.977 15.939 9.379
C 6.794 16.086 8.389
O 7.918 16.702 8.554
O 6.213 15.914 7.217
C 4.883 15.488 6.992
H 5.724 15.518 11.257
H 5.523 17.131 10.896
H 7.251 16.355 10.989
H 4.924 14.539 7.525
H 4.669 15.156 5.976
H 4.133 16.135 7.447
C 13.868 14.370 7.229
O 13.526 13.800 8.431
C 12.483 14.253 9.100
O 11.840 15.277 8.902
O 12.131 13.508 10.116
C 12.864 12.239 10.572
H 13.614 15.429 7.274
H 13.369 13.881 6.392
H 14.952 14.265 7.187
H 12.482 11.304 10.163
H 12.644 12.200 11.639
H 13.939 12.332 10.419
C 6.995 19.705 12.082
O 8.166 20.430 11.582
C 8.991 19.901 10.666
O 8.970 18.746 10.275
O 9.884 20.770 10.176
C 9.809 22.206 10.258
H 6.713 18.991 11.308
H 6.245 20.467 12.292
H 7.402 19.215 12.967
H 9.144 22.544 11.053
H 9.543 22.736 9.344
H 10.769 22.675 10.477
*
```



C22H24N6OS2 | the ωB97M-V functional and the def2-TZVPD basis

Properties
Calculated total energy   -2052.91810 a.u.
Gap between HOMO and LUMO   8.59 eV
SMILES   Cc1csc(NC(=O)CSc2nnc(Cc3cccn3C)n2CCc2ccccc2)n1
E_LUMO   0.7 eV

The geometry in ORCA input format:
```
! wB97M-V def2-TZVPD RIJCOSX def2/J DEFGRID3
* xyz 0 1
C -0.907 4.273 4.898
C -0.655 2.828 5.151
C -1.383 2.014 5.957
S -0.741 0.411 5.959
C 0.496 0.979 4.842
N 0.404 2.224 4.539
N 1.448 0.094 4.424
C 2.368 0.184 3.406
O 3.093 -0.755 3.178
C 2.420 1.489 2.651
H 1.496 2.053 2.761
H 3.269 2.086 2.985
S 2.715 1.128 0.896
C 1.453 -0.052 0.725
N 0.488 -0.223 1.588
N -0.233 -1.278 1.173
C 0.294 -1.733 0.071
N 1.381 -0.976 -0.276
C 2.239 -1.088 -1.424
H 3.260 -1.285 -1.079
H 1.883 -1.930 -2.019
C 2.233 0.192 -2.275
C 0.853 0.543 -2.759
C 0.419 0.139 -4.014
C -0.847 0.467 -4.462
C -1.704 1.190 -3.651
C -1.285 1.589 -2.393
C -0.012 1.275 -1.955
H 0.316 1.616 -0.983
H -1.947 2.155 -1.754
H -2.694 1.448 -4.000
H -1.165 0.157 -5.446
H 1.081 -0.432 -4.649
H 2.896 0.023 -3.126
H 2.638 1.013 -1.680
C -0.164 -2.964 -0.629
C -0.719 -2.744 -2.000
C -0.246 -3.194 -3.209
C -1.178 -2.815 -4.192
C -2.182 -2.147 -3.548
N -1.899 -2.100 -2.221
C -2.748 -1.524 -1.216
H -3.395 -2.286 -0.770
H -2.152 -1.074 -0.423
H -3.372 -0.756 -1.671
H -3.075 -1.699 -3.937
H -1.113 -3.014 -5.243
H 0.659 -3.748 -3.370
H -0.923 -3.417 0.015
H 0.677 -3.658 -0.706
H 1.393 -0.832 4.832
H -2.245 2.252 6.545
H -0.024 4.853 5.159
H -1.111 4.433 3.840
H -1.753 4.620 5.484
*
```



C2H5N2S | the ωB97M-V functional and the def2-TZVPD basis

Properties
Calculated total energy   -586.48440 a.u.
Gap between HOMO and LUMO (alpha / beta)   7.94 / 8.03 eV
E_LUMO (alpha / beta)   -3.4 / -7.6 eV

The geometry in ORCA input format:
```
! wB97M-V def2-TZVPD RIJCOSX def2/J DEFGRID3
* xyz 1 3
C 0.239 0.631 0.109
C -1.044 -1.192 0.090
N 0.307 -0.698 0.142
N 1.111 1.546 0.118
S -1.783 0.600 0.135
H -1.373 -1.555 -0.924
H -1.418 -1.987 0.912
H 1.053 -1.246 -0.147
H 2.051 1.401 -0.127
H 0.856 2.501 -0.308
*
```



C19H37BrO17P2S | the ωB97M-V functional and the def2-TZVPD basis

Properties
Calculated total energy   -5680.17150 a.u.
Gap between HOMO and LUMO   9.50 eV
SMILES   CC[C@H](C)[C@]1(CCOC(C)=O)OS(=O)(=O)O[C@@]1([PH2]=O)P(O)Br.COC(=O)OC.COC(=O)OC.COC(=O)OC
E_LUMO   0.3 eV

The geometry in ORCA input format:
```
! wB97M-V def2-TZVPD RIJCOSX def2/J DEFGRID3
* xyz 0 1
C -4.316 1.419 3.021
C -3.719 1.000 1.651
C -2.896 2.117 0.967
C -2.891 1.989 -0.590
C -1.483 2.348 1.587
C -1.586 3.346 2.781
C -0.341 4.202 3.056
O 0.758 3.515 3.663
C 0.755 3.444 5.026
C -0.505 3.444 5.888
O 1.779 3.331 5.556
O -0.788 3.062 0.509
S 0.746 2.645 0.302
O 0.851 2.056 -0.962
O 1.690 3.618 0.635
O 0.788 1.569 1.505
C -0.554 1.139 1.825
P -0.756 -0.432 0.819
O -1.385 -1.531 1.590
P -0.272 0.515 3.627
O -1.621 -0.241 4.152
Br 1.377 -1.018 3.402
H -4.826 2.374 2.890
H -5.027 0.660 3.350
H -3.522 1.476 3.768
H -3.205 0.031 1.699
H -4.585 0.844 1.000
H -3.456 3.036 1.154
H -3.837 1.547 -0.900
H -2.014 1.486 -0.987
H -2.850 3.011 -0.969
H -2.409 4.049 2.631
H -1.875 2.766 3.662
H -0.659 5.012 3.721
H 0.039 4.704 2.170
H -0.712 2.416 6.184
H -0.258 4.015 6.781
H -1.373 3.919 5.436
H 0.562 -0.818 0.475
H -1.458 -0.259 -0.393
H -2.307 -0.312 3.467
C 6.644 -4.288 -0.805
O 5.892 -3.077 -0.898
C 5.370 -2.660 0.260
O 5.478 -3.203 1.327
O 4.687 -1.545 0.003
C 4.033 -0.952 1.126
H 7.008 -4.516 -1.805
H 7.498 -4.162 -0.141
H 6.013 -5.108 -0.464
H 4.756 -0.642 1.879
H 3.306 -1.641 1.555
H 3.509 -0.070 0.764
C -3.675 -2.117 -4.962
O -2.472 -1.544 -5.472
C -1.763 -0.860 -4.569
O -2.061 -0.704 -3.411
O -0.676 -0.383 -5.171
C 0.180 0.372 -4.311
H -4.154 -2.641 -5.785
H -3.455 -2.832 -4.170
H -4.348 -1.342 -4.600
H 0.547 -0.250 -3.496
H -0.342 1.245 -3.921
H 1.027 0.707 -4.903
C 3.398 -2.969 -2.798
O 2.384 -3.864 -3.266
C 1.249 -3.258 -3.616
O 1.035 -2.073 -3.567
O 0.388 -4.190 -4.032
C -0.880 -3.673 -4.440
H 4.269 -3.559 -2.544
H 3.672 -2.263 -3.581
H 3.062 -2.439 -1.908
H -0.765 -2.992 -5.282
H -1.376 -3.173 -3.609
H -1.485 -4.521 -4.752
*
```